Entry from OMol25: a structure of composition C6H15ClGaI2N2O2P at a distorted geometry (ωB97M-V with the def2-TZVPD basis set).

Last column: Löwdin charge in e.
CARTESIAN COORDINATES (ANGSTROEM)
1 I -2.04 2.71 -3.88  0.4760
2 I 1.46 2.88 -1.48  0.9817
3 Ga -0.24 1.21 -0.71  -0.3318
4 P -0.48 -0.97 -1.61  0.7502
5 C 0.78 -2.16 -2.15  -0.2287
6 C -1.62 -2.01 -0.63  -0.2140
7 H -2.23 0.10 -2.90  -0.0455
8 H -1.88 -1.57 -3.47  0.0770
9 H -0.80 -0.19 -3.89  0.0351
10 C -1.44 -0.64 -3.12  -0.3148
11 H -2.45 -1.41 -0.23  0.0501
12 H -2.02 -2.81 -1.27  0.0805
13 H 0.29 -2.99 -2.69  0.0864
14 H 1.30 -2.56 -1.27  0.0654
15 H -1.08 -2.46 0.21  0.0684
16 H 1.49 -1.67 -2.82  0.0614
17 C 2.39 -0.06 -0.83  -0.1041
18 O 3.53 -0.02 -0.78  0.1300
19 Cl -2.32 1.76 -0.12  0.2367
20 C 2.09 1.89 3.63  -0.0185
21 N 0.83 1.16 3.51  0.0579
22 C 0.18 0.89 2.37  -0.5091
23 N -0.99 0.19 2.45  0.1784
24 O 0.66 1.23 1.22  -0.1720
25 H 2.53 2.00 2.64  0.0837
26 H 2.76 1.33 4.28  0.1019
27 H 1.93 2.87 4.07  0.1021
28 H 0.41 0.79 4.36  0.1635
29 H -1.69 0.43 1.73  0.0213
30 H -1.35 0.06 3.38  0.1308

E_HOMO (spin up / spin down) in eV: -16.39 / -16.21
Frontier orbital gap (spin up / spin down) in eV: 4.8521 / 6.6802
Charge: +2


Entry from OMol25: an isolated molecule of C6H15ClNPS at a distorted geometry (ωB97M-V with the def2-TZVPD basis set).

Last column: Löwdin charge in e.
CARTESIAN COORDINATES (ANGSTROEM)
1 C 0.10 -2.50 -0.54  -0.1028
2 C 0.04 -1.31 0.38  -0.3694
3 C -0.73 -1.51 1.60  -0.1663
4 N -0.56 0.06 -0.58  -0.2746
5 C 0.58 1.12 -0.54  -0.4571
6 C 0.73 1.57 0.86  -0.1072
7 C 0.05 2.29 -1.34  -0.1232
8 P -2.22 0.23 -0.61  -0.0509
9 S -3.10 -1.54 -0.50  0.2073
10 Cl -2.84 1.49 0.79  0.3028
11 H 0.66 -2.26 -1.45  0.0700
12 H 0.71 -3.38 -0.11  0.1136
13 H -0.84 -2.84 -0.92  0.0069
14 H 1.02 -0.88 0.54  0.1043
15 H -1.79 -1.89 1.46  0.0192
16 H -0.88 -0.59 2.24  0.0778
17 H -0.09 -2.22 2.15  0.0944
18 H 1.42 0.58 -1.08  0.1584
19 H 0.23 2.50 1.03  0.0574
20 H 0.50 0.77 1.67  0.0877
21 H 1.84 1.67 1.13  0.1106
22 H 0.78 3.19 -1.23  0.1168
23 H -0.83 2.62 -0.81  0.0233
24 H 0.01 2.16 -2.45  0.0967
25 H -2.49 0.89 -1.87  0.0042

E_HOMO in eV: -8.49
Frontier orbital gap in eV: 9.2549
SMILES: CC(C)N(C(C)C)[P@@H](=S)Cl


Entry from OMol25: a cluster of 2 separate species, C6H15FP in total (ωB97M-V with the def2-TZVPD basis set).

Last column: Löwdin charge in e.
CARTESIAN COORDINATES (ANGSTROEM)
1 C -1.18 -2.01 -0.70  -0.1513
2 C -3.13 1.02 -0.19  -0.1462
3 C 4.20 0.55 0.41  -0.0763
4 C -0.76 -1.18 0.49  -0.4035
5 C -1.87 1.60 0.45  -0.3960
6 C 3.53 0.22 -0.80  0.2603
7 F -0.49 0.55 -1.54  -0.3179
8 P -0.36 0.60 0.08  0.9308
9 H -0.39 -2.06 -1.45  0.0648
10 H -1.39 -3.03 -0.38  0.0815
11 H -2.07 -1.62 -1.18  0.0668
12 H -3.04 1.01 -1.28  0.0740
13 H -3.35 0.02 0.16  0.0647
14 H -3.98 1.66 0.07  0.0808
15 H 4.26 1.63 0.57  0.1240
16 H 3.82 0.03 1.29  0.1036
17 H 5.27 0.27 0.31  0.1485
18 H 0.12 -1.61 0.96  0.0587
19 H -1.54 -1.15 1.26  0.0790
20 H -1.96 1.65 1.53  0.0801
21 H -1.69 2.61 0.08  0.0772
22 H 3.67 0.82 -1.69  0.1079
23 H 2.88 -0.64 -0.88  0.0885

E_HOMO (spin up / spin down) in eV: -12.41 / -11.90
Frontier orbital gap (spin up / spin down) in eV: 5.5731 / 4.2705
Charge: +1


Entry from OMol25: an isolated molecule of C6H15N at a distorted geometry (ωB97M-V with the def2-TZVPD basis set).

Last column: Löwdin charge in e.
CARTESIAN COORDINATES (ANGSTROEM)
1 C 2.21 -0.99 0.84  -0.1213
2 C 1.17 -0.52 -0.16  -0.3592
3 C 1.59 0.75 -0.87  -0.1065
4 C -0.32 -0.21 0.80  -0.1289
5 C -1.49 -0.37 -0.06  -0.3962
6 C -2.38 1.16 0.52  -0.0282
7 N -1.52 -0.39 -1.46  0.0333
8 H 3.18 -1.16 0.36  0.0722
9 H 1.91 -1.92 1.32  0.0704
10 H 2.36 -0.24 1.62  0.0772
11 H 0.98 -1.32 -0.88  0.1111
12 H 0.91 1.05 -1.67  0.0554
13 H 1.67 1.58 -0.17  0.0785
14 H 2.58 0.64 -1.32  0.0749
15 H -0.29 -0.98 1.56  0.0922
16 H -0.08 0.73 1.28  0.0871
17 H -2.12 -1.18 0.30  0.1229
18 H -3.41 0.94 0.24  0.0314
19 H -2.36 1.35 1.59  0.0375
20 H -1.97 1.99 -0.04  0.0403
21 H -1.57 -1.30 -1.88  0.0859
22 H -1.05 0.38 -1.91  0.0700

E_HOMO in eV: -8.25
Frontier orbital gap in eV: 9.3486
SMILES: CC(C)C[C@@H](C)N


The evaluated E_tot for the records listed, in turn: -103915.1226; -40601.3942; -18462.6018; -7953.4902 eV.